{"formula": "C46H34IMnOP2S", "method": "ωB97M-V/def2-TZVPD", "elements": ["Mn", "O", "S", "C", "C", "C", "C", "C", "C", "P", "C", "C", "C", "C", "C", "C", "C", "C", "C", "C", "C", "C", "C", "C", "C", "C", "C", "C", "P", "C", "C", "C", "C", "C", "C", "C", "C", "C", "C", "C", "C", "H", "H", "H", "H", "H", "H", "H", "H", "H", "H", "H", "H", "H", "H", "H", "H", "H", "H", "H", "H", "H", "H", "H", "H", "H", "H", "H", "H", "I", "C", "C", "C", "C", "C", "C", "C", "C", "C", "C", "H", "H", "H", "H", "H", "H"], "positions_angstrom": [[-0.617035, 0.092756, 0.306822], [0.252750, -1.529994, 1.086222], [1.735248, -1.850599, 1.137897], [2.604455, -0.474073, 1.885226], [3.986421, -0.593331, 1.869909], [4.767799, 0.346933, 2.518595], [4.159284, 1.387432, 3.199573], [2.777995, 1.496974, 3.213266], [1.969133, 0.572690, 2.552455], [0.162326, 0.826916, 2.454389], [-0.476477, -0.261960, 3.760496], [-1.770991, -0.756353, 3.637693], [-2.306244, -1.567096, 4.624689], [-1.548828, -1.896246, 5.738968], [-0.253582, -1.413138, 5.866488], [0.281892, -0.597880, 4.880942], [-0.122719, 2.512170, 3.078853], [-0.361909, 2.799460, 4.421235], [-0.615456, 4.102527, 4.823045], [-0.630355, 5.130805, 3.892284], [-0.403766, 4.853979, 2.551852], [-0.160646, 3.551987, 2.149256], [2.315614, -1.841242, -0.555963], [2.907666, -3.036263, -0.934945], [3.261298, -3.245981, -2.262486], [2.987707, -2.267286, -3.197291], [2.390122, -1.070633, -2.814985], [2.052100, -0.822981, -1.491998], [1.326293, 0.783790, -0.975997], [2.821390, 1.757303, -0.579479], [2.691298, 2.918320, 0.174548], [3.777351, 3.756087, 0.378116], [5.012321, 3.433119, -0.160406], [5.156518, 2.271430, -0.906489], [4.068252, 1.441421, -1.120526], [0.781882, 1.558737, -2.535041], [1.263758, 2.802810, -2.936287], [0.756432, 3.413686, -4.075148], [-0.224474, 2.786380, -4.825007], [-0.697264, 1.538808, -4.438492], [-0.200808, 0.930159, -3.299700], [4.455828, -1.417441, 1.345331], [5.844987, 0.260913, 2.494219], [4.759250, 2.125602, 3.714178], [2.316521, 2.329470, 3.727500], [-2.369807, -0.513303, 2.764055], [-3.313244, -1.947921, 4.519204], [-1.965824, -2.534069, 6.506521], [0.340989, -1.671299, 6.732558], [1.294712, -0.229386, 4.987580], [-0.362309, 2.006144, 5.157473], [-0.808286, 4.311232, 5.866542], [-0.830217, 6.145306, 4.208826], [-0.433409, 5.648923, 1.818683], [-0.023459, 3.337177, 1.093767], [3.068512, -3.811146, -0.196549], [3.723961, -4.176897, -2.558355], [3.237536, -2.425993, -4.237803], [2.194781, -0.315794, -3.565139], [1.732720, 3.181872, 0.604420], [3.655605, 4.659249, 0.962133], [5.861252, 4.084286, -0.000349], [6.117364, 2.015151, -1.332711], [4.196687, 0.550042, -1.719166], [2.033261, 3.305635, -2.367364], [1.137018, 4.380825, -4.374670], [-0.618114, 3.265221, -5.711101], [-1.459176, 1.037603, -5.020486], [-0.576820, -0.042688, -3.008212], [-2.433991, 1.891083, -0.169698], [-3.311527, 0.691780, -1.650776], [-4.373743, 1.164702, -2.362101], [-4.946997, 0.343719, -3.353940], [-4.434418, -0.899906, -3.581945], [-3.330573, -1.387251, -2.843970], [-2.812039, -2.681218, -3.089793], [-1.755585, -3.135425, -2.359872], [-1.161219, -2.315618, -1.376564], [-1.586280, -1.032349, -1.079860], [-2.725036, -0.585015, -1.841821], [-4.778367, 2.149842, -2.174460], [-5.791497, 0.706948, -3.922139], [-4.872510, -1.539516, -4.338075], [-3.272604, -3.297306, -3.851609], [-1.363212, -4.129930, -2.532503], [-0.324142, -2.739242, -0.836489]], "atomic_forces_ev_per_a": [[0.363, 0.004, 0.247], [0.153, -0.173, 0.036], [0.004, -0.078, -0.087], [0.045, 0.033, -0.083], [-0.002, -0.032, -0.005], [0.033, -0.018, -0.018], [-0.001, 0.044, 0.001], [-0.030, -0.053, -0.060], [0.056, 0.189, 0.109], [-0.231, 0.089, -0.206], [0.080, 0.056, 0.059], [-0.073, 0.054, -0.097], [-0.057, -0.034, 0.014], [0.039, 0.002, 0.022], [-0.033, -0.016, -0.004], [-0.014, -0.031, -0.032], [0.026, -0.011, 0.014], [0.040, -0.039, 0.004], [0.004, 0.012, 0.006], [0.013, 0.009, 0.022], [-0.007, 0.065, -0.005], [-0.111, -0.066, -0.045], [-0.131, 0.136, -0.103], [-0.010, -0.001, -0.011], [0.000, -0.020, 0.050], [0.012, -0.010, -0.052], [0.029, 0.035, 0.032], [0.082, -0.070, 0.192], [-0.400, -0.163, 0.033], [0.064, -0.073, -0.008], [-0.077, -0.007, 0.048], [-0.006, 0.029, 0.048], [0.036, 0.002, -0.002], [0.020, 0.030, 0.013], [-0.054, -0.014, 0.033], [0.069, 0.051, 0.008], [-0.024, -0.012, 0.018], [0.019, 0.007, 0.002], [-0.025, -0.006, -0.011], [-0.005, 0.032, -0.034], [-0.015, -0.107, -0.022], [0.006, -0.020, -0.008], [0.021, -0.003, 0.000], [0.013, 0.004, 0.009], [-0.014, 0.018, 0.006], [0.042, 0.008, 0.030], [-0.002, -0.005, 0.005], [-0.004, -0.006, 0.009], [0.000, -0.005, 0.008], [0.018, 0.014, -0.012], [-0.003, -0.020, -0.012], [0.002, 0.013, 0.013], [-0.009, 0.016, 0.007], [-0.001, 0.014, -0.010], [-0.135, 0.012, 0.112], [0.009, -0.027, 0.018], [0.004, -0.017, 0.000], [0.005, -0.002, -0.007], [-0.013, 0.020, 0.012], [0.202, -0.045, -0.079], [0.000, 0.008, 0.003], [0.009, 0.008, -0.005], [0.010, -0.001, -0.002], [-0.004, -0.028, -0.007], [0.012, 0.006, 0.003], [-0.002, 0.014, -0.011], [-0.009, 0.008, -0.023], [-0.025, -0.011, -0.015], [0.072, 0.061, -0.037], [-0.047, 0.058, -0.066], [-0.020, -0.150, -0.135], [0.071, 0.088, 0.121], [0.029, -0.057, -0.024], [-0.090, 0.080, -0.042], [0.036, -0.072, 0.010], [0.042, 0.007, 0.031], [-0.043, -0.013, -0.048], [0.023, 0.170, 0.146], [-0.082, -0.195, -0.394], [0.031, 0.184, 0.291], [-0.007, 0.016, 0.008], [-0.021, 0.012, -0.011], [-0.003, -0.011, -0.007], [-0.017, -0.001, -0.016], [0.006, -0.006, -0.002], [0.005, 0.014, 0.004]], "lowdin_charge": [0.017, -0.603, 1.104, -0.381, -0.073, -0.046, -0.045, -0.069, -0.334, 1.036, -0.361, -0.084, -0.062, -0.066, -0.065, -0.087, -0.357, -0.070, -0.060, -0.064, -0.064, -0.156, -0.379, -0.078, -0.047, -0.036, -0.062, -0.315, 1.086, -0.353, -0.105, -0.065, -0.067, -0.063, -0.069, -0.351, -0.069, -0.066, -0.066, -0.055, -0.106, 0.119, 0.118, 0.118, 0.111, 0.099, 0.112, 0.110, 0.110, 0.107, 0.105, 0.112, 0.111, 0.112, 0.044, 0.113, 0.116, 0.118, 0.115, 0.072, 0.113, 0.110, 0.110, 0.104, 0.099, 0.109, 0.109, 0.113, 0.090, 1.236, -0.577, -0.139, -0.070, -0.026, -0.171, -0.031, -0.066, -0.112, -0.210, -0.272, 0.098, 0.109, 0.117, 0.115, 0.106, 0.074], "homo_lumo_gap_ev": [7.5676, 7.6244], "total_charge": 1, "spin_multiplicity": 2, "lumo_ev": [-2.456, -2.514], "s2": 1.113}